No. 1
The following is a DFT calculation (ωB97M-V/def2-TZVPD) of a cluster of 2 separate species, CH2INO3 in total.

Structure (XYZ):
```
8
CH2INO3 (ωB97M-V/def2-TZVPD)
C -0.06 0.00 -0.50
N -1.60 1.06 1.88
O -1.45 -0.17 1.92
O -2.20 1.71 2.75
O -1.10 1.68 0.93
I -0.83 0.77 -2.21
H 0.86 0.47 0.01
H -0.43 -0.85 -0.07
```

The calculation puts the relative energy (zero: lowest compared OMol25 entry of this formula, charge and spin) at 60.27 kcal per mole. The value obtained for the lowest unoccupied orbital energy (alpha / beta) is -2.9 / -2.9 eV. As for the gap between HOMO and LUMO (alpha / beta): 6.38 / 6.38 eV. For the max |F|, the calculation gives 5.079 eV Å⁻¹.



No. 2
The following is a DFT calculation (ωB97M-V/def2-TZVPD) of a structure of composition C3H2CuFO.

Structure (XYZ):
```
8
C3H2CuFO (ωB97M-V/def2-TZVPD)
H -0.70 0.86 -1.28
O 0.80 0.77 0.45
C -0.79 0.39 -0.30
C -0.36 -0.93 -0.04
C 0.92 -0.62 0.51
F -1.91 0.90 0.33
H -0.94 -1.85 0.02
Cu 2.97 0.49 0.31
```

The calculation puts the relative energy (zero: lowest compared OMol25 entry of this formula, charge and spin) at 32.20 kcal per mole. The value obtained for the lowest unoccupied orbital energy (alpha / beta) is 4.1 / 4.1 eV. As for the gap between HOMO and LUMO (alpha / beta): 5.61 / 7.46 eV. For the max |F|, the calculation gives 3.066 eV Å⁻¹. The expectation value of S² is 0.754. Its charge is -1. As for the spin multiplicity: 2.



No. 3
The following is a DFT calculation (ωB97M-V/def2-TZVPD) of an isolated molecule of C20H24N4O2.

Structure (XYZ):
```
50
C20H24N4O2 (ωB97M-V/def2-TZVPD)
C -2.17 -2.18 -1.67
C -2.17 -0.69 -1.99
C -2.96 0.11 -0.95
C -2.91 1.60 -1.28
N -1.56 2.13 -1.35
C -0.90 2.30 -0.07
C 0.11 3.45 -0.12
C 0.93 3.55 1.17
N 1.69 2.34 1.40
C 2.95 2.17 0.93
O 3.67 3.06 0.53
C 3.36 0.74 0.95
C 4.58 0.22 0.68
O 4.61 -1.14 0.70
C 3.35 -1.54 0.97
N 2.94 -2.77 1.05
C 1.63 -2.90 1.33
C 1.08 -4.20 1.43
C -0.24 -4.37 1.72
C -1.08 -3.26 1.92
C -0.59 -1.99 1.82
C 0.77 -1.77 1.52
N 1.22 -0.51 1.42
C 2.50 -0.39 1.15
C -0.78 1.38 -2.32
C -0.75 -0.13 -2.05
H -3.19 -2.57 -1.62
H -1.69 -2.37 -0.71
H -1.63 -2.73 -2.43
H -2.65 -0.54 -2.97
H -2.54 -0.07 0.04
H -4.00 -0.23 -0.93
H -3.47 2.18 -0.54
H -3.37 1.77 -2.26
H -1.67 2.54 0.68
H -0.40 1.38 0.26
H 0.80 3.30 -0.95
H -0.42 4.39 -0.29
H 0.28 3.72 2.03
H 1.65 4.37 1.09
H 1.17 1.51 1.63
H 5.51 0.71 0.47
H 1.75 -5.04 1.28
H -0.66 -5.36 1.80
H -2.13 -3.42 2.15
H -1.22 -1.12 1.98
H 0.24 1.77 -2.33
H -1.22 1.56 -3.30
H -0.24 -0.34 -1.11
H -0.19 -0.63 -2.85
```

The calculation puts the relative energy (zero: lowest compared OMol25 entry of this formula, charge and spin) at 33.67 kcal per mole. The value obtained for the lowest unoccupied orbital energy is -0.9 eV. As for the gap between HOMO and LUMO: 7.30 eV. For the max |F|, the calculation gives 1.706 eV Å⁻¹. The SMILES is CC1CCN(CCCNC(=O)c2coc3nc4ccccc4nc23)CC1.



No. 4
The following is a DFT calculation (ωB97M-V/def2-TZVPD) of the ion C4H8N3O with charge +1.

Structure (XYZ):
```
16
C4H8N3O (ωB97M-V/def2-TZVPD)
C -0.45 -0.56 -3.13
C -0.33 -0.03 1.29
C -0.20 -0.22 -1.02
C 0.66 0.20 2.40
N -0.11 -1.39 0.70
N -0.17 -1.38 -0.52
N 0.04 0.84 0.03
O -0.05 0.20 -2.20
H -1.05 -1.54 -2.94
H -0.34 -0.11 -4.13
H -1.43 0.19 1.62
H 0.48 -0.49 3.22
H 0.50 1.22 2.92
H 1.74 0.32 2.24
H -0.37 1.61 -0.44
H 1.07 1.15 -0.03
```

The calculation puts the relative energy (zero: lowest compared OMol25 entry of this formula, charge and spin) at 179.07 kcal per mole. The value obtained for the lowest unoccupied orbital energy (alpha / beta) is -4.4 / -5.5 eV. As for the gap between HOMO and LUMO (alpha / beta): 8.84 / 7.15 eV. For the max |F|, the calculation gives 5.667 eV Å⁻¹. Its charge is +1.



No. 5
The following is a DFT calculation (ωB97M-V/def2-TZVPD) of an isolated molecule of C4H5NO.

Structure (XYZ):
```
11
C4H5NO (ωB97M-V/def2-TZVPD)
O 2.26 0.06 -0.31
C 0.98 -0.28 -0.03
C 0.29 0.90 0.44
C -1.04 0.67 0.23
N -1.17 -0.60 -0.20
C 0.07 -1.24 -0.36
H 1.80 1.04 -0.26
H 0.67 1.42 1.32
H -1.91 1.28 0.43
H -2.05 -1.02 -0.44
H 0.12 -2.22 -0.81
```

The calculation puts the relative energy (zero: lowest compared OMol25 entry of this formula, charge and spin) at 57.78 kcal per mole. The value obtained for the lowest unoccupied orbital energy is 0.9 eV. As for the gap between HOMO and LUMO: 9.10 eV. For the max |F|, the calculation gives 4.097 eV Å⁻¹. The SMILES is Oc1cc[nH]c1.



No. 6
The following is a DFT calculation (ωB97M-V/def2-TZVPD) of the ion BrHNO2S with charge -1.

Structure (XYZ):
```
6
BrHNO2S (ωB97M-V/def2-TZVPD)
N -0.53 0.48 -0.83
O 0.12 -0.70 -1.44
O 0.09 -1.16 1.02
S 0.68 -0.29 0.08
Br 0.87 1.59 1.42
H -1.23 0.09 -0.25
```

The calculation puts the relative energy (zero: lowest compared OMol25 entry of this formula, charge and spin) at 38.35 kcal per mole. The value obtained for the lowest unoccupied orbital energy is 4.0 eV. As for the gap between HOMO and LUMO: 7.85 eV. For the max |F|, the calculation gives 4.121 eV Å⁻¹. Its charge is -1.



No. 7
The following is a DFT calculation (ωB97M-V/def2-TZVPD) of a structure of composition C13H28NO4P.

Structure (XYZ):
```
47
C13H28NO4P (ωB97M-V/def2-TZVPD)
C 1.73 4.27 0.98
C 0.59 3.22 1.48
C 0.79 1.81 0.72
C -0.16 0.91 1.17
H -1.24 1.41 0.96
H 0.03 0.83 2.23
O 0.36 -0.28 0.55
P -1.11 -1.05 -0.39
O -2.31 -0.26 -0.54
O -1.25 -2.48 0.51
C -2.48 -2.91 0.86
C -2.44 -3.00 2.38
C -1.96 -1.64 3.43
C -0.37 -1.94 3.51
H 0.05 -1.81 2.58
H 0.04 -2.73 4.13
H 0.01 -0.90 4.25
H -2.05 -0.88 2.79
H -2.51 -1.87 4.27
H -1.62 -3.95 2.70
H -3.44 -3.23 2.83
H -3.01 -2.05 0.71
H -2.83 -3.81 0.48
H 2.08 1.50 0.88
H 0.60 2.08 -0.58
H 0.68 3.10 2.49
H -0.31 3.77 1.27
H 1.42 5.17 1.32
H 2.84 4.03 1.17
H 1.68 4.46 -0.09
C -0.26 -1.84 -1.94
N 0.44 -0.78 -2.74
C -0.25 0.29 -2.95
H -1.19 0.17 -3.31
C 0.55 1.30 -3.91
H -0.03 2.00 -4.17
O 1.64 1.61 -3.47
C 2.77 0.24 -3.17
C 1.87 -0.57 -2.25
H 2.54 -1.54 -2.26
H 1.93 -0.11 -1.09
H 3.78 0.61 -2.94
H 2.76 -0.09 -4.20
H 0.68 0.83 -4.83
H -0.45 0.94 -2.15
H -1.09 -2.25 -2.27
H 0.49 -2.57 -1.40
```

The calculation puts the relative energy (zero: lowest compared OMol25 entry of this formula, charge and spin) at 300.34 kcal per mole. The value obtained for the lowest unoccupied orbital energy is 0.8 eV. As for the gap between HOMO and LUMO: 8.97 eV. For the max |F|, the calculation gives 13.184 eV Å⁻¹.



No. 8
The following is a DFT calculation (ωB97M-V/def2-TZVPD) of an isolated molecule of C3H7N.

Structure (XYZ):
```
11
C3H7N (ωB97M-V/def2-TZVPD)
C 0.24 -1.09 -0.82
N -0.36 0.21 -0.55
C -0.81 0.45 0.80
C 0.42 1.10 0.28
H 0.34 -1.73 0.08
H 1.24 -0.96 -1.25
H -0.37 -1.63 -1.55
H -1.74 1.01 0.92
H -0.67 -0.35 1.53
H 0.41 2.14 -0.01
H 1.38 0.74 0.67
```

The calculation puts the relative energy (zero: lowest compared OMol25 entry of this formula, charge and spin) at 24.64 kcal per mole. The value obtained for the lowest unoccupied orbital energy is 1.3 eV. As for the gap between HOMO and LUMO: 10.42 eV. For the max |F|, the calculation gives 0.334 eV Å⁻¹. The SMILES is CN1CC1.



No. 9
The following is a DFT calculation (ωB97M-V/def2-TZVPD) of the ion C4H8NO with charge +1.

Structure (XYZ):
```
14
C4H8NO (ωB97M-V/def2-TZVPD)
C 0.83 -0.59 1.37
C 0.89 -0.59 -0.12
C 1.16 0.68 -0.88
N -0.09 0.09 -0.89
C -1.66 0.59 -0.69
O -2.18 -0.21 0.18
H 0.57 0.43 1.76
H 1.66 -1.00 1.81
H -0.06 -1.28 1.65
H 1.18 -1.45 -0.71
H 1.18 1.64 -0.37
H 1.79 0.65 -1.81
H -2.16 1.25 -1.54
H -3.10 -0.19 0.24
```

The calculation puts the relative energy (zero: lowest compared OMol25 entry of this formula, charge and spin) at 91.38 kcal per mole. The value obtained for the lowest unoccupied orbital energy (alpha / beta) is -5.9 / -5.9 eV. As for the gap between HOMO and LUMO (alpha / beta): 8.68 / 8.68 eV. For the max |F|, the calculation gives 9.111 eV Å⁻¹. The SMILES is C[C@@H]1C/[N+]1=C/O. Its charge is +1.



> What is the max |F| in the second record?

3.066 eV Å⁻¹



> max |F| of number 9 (C4H8NO)?

9.111 eV Å⁻¹



> Which value of relative energy (zero: lowest compared OMol25 entry of this formula, charge and spin) does entry 3 give?

33.67 kcal per mole



> Which value of relative energy (zero: lowest compared OMol25 entry of this formula, charge and spin) does entry 1 give?

60.27 kcal per mole